ORCA calculation (ωB97M-V/def2-TZVPD) on a molecular structure, C14H21NPW at a distorted geometry.

Element x y z (Å)
C: 3.642 -0.665 0.444
W: 1.744 0.525 0.502
N: 0.937 2.553 0.293
H: 2.221 0.675 -1.153
H: 0.188 2.627 -0.412
H: 3.859 0.363 0.871
H: 4.298 -0.774 -0.434
H: 2.543 -0.912 0.047
H: 3.829 -1.385 1.260
H: 0.523 3.013 1.124
H: 1.631 3.238 -0.042
C: -0.063 -2.473 -1.223
P: 0.360 -0.798 -0.708
C: -0.803 0.212 -1.686
C: -2.113 0.459 -1.246
C: -2.910 1.333 -1.993
C: -2.389 1.956 -3.131
C: -1.065 1.740 -3.531
C: -0.274 0.846 -2.818
C: -0.043 -0.662 1.315
C: 0.273 -1.914 1.930
C: -0.146 -2.180 3.236
C: -0.867 -1.204 3.942
C: -1.235 0.007 3.343
C: -0.903 0.244 2.000
H: 0.090 -2.524 -2.308
H: -1.122 -2.705 -1.005
H: 0.576 -3.225 -0.746
H: -2.475 -0.025 -0.333
H: -3.940 1.516 -1.674
H: -3.013 2.640 -3.704
H: -0.644 2.251 -4.397
H: 0.765 0.649 -3.095
H: 0.800 -2.667 1.334
H: 0.037 -3.166 3.686
H: -1.176 -1.411 4.967
H: -1.824 0.748 3.907
H: -1.308 1.095 1.439

Cartesian forces (eV/Å) of the 2 atoms listed first:
C 1.48 0.50 1.24
W -0.51 0.16 -0.74

Summary:
molecular weight	418.143	u
frontier orbital gap (spin up / spin down)	6.1 / 6.3	eV
expectation value of S²	2.02
2S+1	3
HOMO energy (spin up / spin down)	-0.3503 / -0.3593	Eh
ΔE to the lowest compared entry with this formula, charge and spin	15.90	kJ/mol
net charge	+1

---

ORCA calculation (ωB97M-V/def2-TZVPD) on a molecular structure, C32H48As2CaF15O23 at a distorted geometry.

Element x y z (Å)
Ca: -8.217 12.370 -12.877
As: -10.380 9.286 -12.250
F: -10.833 9.575 -13.944
F: -9.514 10.826 -12.011
F: -9.997 8.832 -10.582
F: -11.193 7.719 -12.349
F: -8.955 8.493 -12.841
F: -11.843 10.052 -11.759
As: -9.798 14.216 -9.671
F: -10.322 15.072 -8.180
F: -8.304 15.137 -9.611
F: -9.428 13.447 -11.240
F: -11.319 13.389 -9.624
F: -10.692 15.484 -10.554
F: -8.993 12.855 -8.946
C: -5.611 10.366 -11.992
O: -5.103 9.126 -12.378
O: -6.750 10.553 -12.726
C: -5.726 10.542 -10.434
F: -4.642 11.207 -9.961
F: -6.782 11.292 -10.069
F: -5.770 9.387 -9.758
C: -3.732 8.844 -12.040
C: -3.321 7.621 -12.883
H: -2.363 7.312 -12.456
H: -4.046 6.815 -12.798
H: -3.161 7.820 -13.941
H: -3.761 8.584 -10.983
H: -3.043 9.653 -12.292
H: -4.829 11.056 -12.360
C: -10.050 19.628 -8.794
C: -9.310 18.320 -8.535
C: -7.914 18.386 -7.891
O: -8.079 17.929 -6.524
C: -9.324 17.448 -6.394
O: -9.729 16.923 -5.404
O: -10.081 17.717 -7.474
H: -11.044 19.492 -9.221
H: -9.542 20.264 -9.524
H: -10.216 20.173 -7.865
H: -9.330 17.524 -9.280
H: -7.503 19.383 -7.733
H: -7.196 17.770 -8.429
C: -2.421 14.901 -9.950
C: -3.514 15.074 -10.978
C: -3.241 14.247 -12.189
O: -4.508 13.946 -12.722
C: -5.408 14.026 -11.771
O: -6.571 13.755 -11.812
O: -4.840 14.637 -10.675
H: -2.521 15.628 -9.144
H: -1.422 15.070 -10.362
H: -2.276 13.924 -9.484
H: -3.564 16.121 -11.296
H: -2.710 13.312 -11.974
H: -2.505 14.685 -12.867
C: -12.662 10.380 -8.470
C: -13.957 11.144 -8.208
C: -14.550 12.011 -9.354
O: -15.885 11.433 -9.405
C: -16.035 10.366 -8.626
O: -17.014 9.680 -8.547
O: -14.965 10.200 -7.829
H: -12.378 9.773 -7.607
H: -11.789 11.013 -8.622
H: -12.792 9.658 -9.278
H: -13.831 11.703 -7.276
H: -13.983 12.069 -10.280
H: -14.966 12.981 -9.061
C: -15.003 15.867 -10.781
C: -13.698 16.221 -11.486
C: -13.270 15.127 -12.497
O: -13.018 15.851 -13.705
C: -13.263 17.192 -13.508
O: -12.841 18.010 -14.267
O: -13.754 17.369 -12.280
H: -15.797 15.846 -11.540
H: -15.236 16.659 -10.070
H: -15.078 14.886 -10.320
H: -13.079 16.042 -10.598
H: -14.133 14.500 -12.743
H: -12.455 14.484 -12.181
C: -13.631 15.850 -7.511
C: -13.915 16.197 -6.083
C: -13.063 17.345 -5.551
O: -14.006 18.175 -4.848
C: -15.226 17.635 -5.006
O: -16.227 17.938 -4.441
O: -15.206 16.808 -6.097
H: -13.630 16.748 -8.133
H: -14.099 14.954 -7.916
H: -12.578 15.552 -7.635
H: -13.824 15.266 -5.514
H: -12.705 17.842 -6.455
H: -12.211 17.008 -4.967
C: -8.551 17.991 -12.936
C: -9.678 17.236 -13.537
C: -9.677 17.035 -15.078
O: -9.883 15.663 -15.321
C: -9.820 15.006 -14.147
O: -10.052 13.824 -13.997
O: -9.520 15.832 -13.195
H: -7.632 17.567 -13.356
H: -8.408 17.971 -11.859
H: -8.590 19.012 -13.321
H: -10.695 17.547 -13.297
H: -8.724 17.233 -15.586
H: -10.432 17.661 -15.556
C: -9.572 11.120 -5.956
C: -8.130 10.551 -5.989
C: -7.053 11.577 -6.321
O: -6.205 11.611 -5.175
C: -6.677 10.770 -4.243
O: -6.309 10.709 -3.108
O: -7.788 10.141 -4.663
H: -10.235 10.452 -5.410
H: -9.967 11.265 -6.962
H: -9.523 12.114 -5.507
H: -8.222 9.847 -6.817
H: -7.437 12.557 -6.605
H: -6.501 11.223 -7.192

Cartesian forces (eV/Å) of the 2 atoms listed first:
Ca 0.50 -1.25 0.57
As -0.59 -3.65 -0.16

Summary:
molecular weight	1275.605	u
frontier orbital gap	7.7	eV
2S+1	1
HOMO energy	-0.2469	Eh
net charge	-1

---

ORCA calculation (ωB97M-V/def2-TZVPD) on 2 unconnected molecules or ions with the total composition C3H7IOS at a distorted geometry.

Element x y z (Å)
C: 0.340 1.019 -0.626
C: -0.219 -1.209 0.433
C: -0.349 0.311 0.484
O: -3.101 2.352 0.774
S: -3.114 0.943 0.371
I: -3.054 0.932 -2.098
H: 0.662 1.922 -0.167
H: 1.083 0.432 -1.032
H: -0.400 1.189 -1.349
H: -0.916 -1.632 1.042
H: 0.630 -1.534 1.103
H: -0.340 -1.683 -0.520
H: -0.650 0.898 1.423

Cartesian forces (eV/Å) of the 2 atoms listed first:
C -1.58 0.54 2.51
C 1.27 1.98 1.70

Summary:
molecular weight	218.059	u
frontier orbital gap (spin up / spin down)	6.0 / 8.4	eV
expectation value of S²	2.01
2S+1	3
HOMO energy (spin up / spin down)	-0.2591 / -0.3716	Eh
ΔE to the lowest compared entry with this formula, charge and spin	0.00	kJ/mol
net charge	0

---

ORCA calculation (ωB97M-V/def2-TZVPD) on 2 unconnected molecules or ions with the total composition C7H12N3O2 at a distorted geometry.

Element x y z (Å)
C: -0.558 0.092 3.532
C: 0.600 -1.550 -1.770
C: 1.624 -0.649 -1.176
C: -0.693 -0.748 -1.937
C: 1.134 0.021 0.191
C: -1.191 -0.079 -0.587
C: -0.038 0.876 -0.099
N: -0.597 2.459 1.589
N: -0.811 0.020 2.354
N: -0.518 1.469 1.068
O: -0.346 0.269 4.650
O: -0.784 3.282 2.339
H: 0.847 -1.803 -2.758
H: 0.452 -2.443 -1.124
H: 2.577 -1.167 -1.061
H: 1.849 0.128 -1.966
H: -0.503 0.181 -2.557
H: -1.594 -1.324 -2.515
H: 1.097 -0.725 0.910
H: 1.987 0.819 0.552
H: -2.047 0.586 -0.944
H: -1.570 -0.658 0.236
H: 0.118 1.757 -0.763
H: -1.032 -0.813 1.835

Cartesian forces (eV/Å) of the 2 atoms listed first:
C -0.16 -0.49 1.59
C -1.88 0.07 1.16

Summary:
molecular weight	170.192	u
frontier orbital gap	10.0	eV
2S+1	1
HOMO energy	-0.5427	Eh
ΔE to the lowest compared entry with this formula, charge and spin	552.09	kJ/mol
net charge	+1